DFT (ωB97M-V with the def2-TZVPD basis set) results for C15H18N8OS in the gas phase.

Its LUMO energy is 0.72 eV. Its structure (SMILES) is CCOc1ccccc1Nc1nc(N)nc(CSc2nncn2C)n1. Its total energy is -40651.803 eV. For the strongest force on any atom, the calculation gives 1.18 eV/A.

Element x y z (Å)
C -0.85 2.23 -3.17
C -1.11 1.14 -2.13
O -0.39 1.36 -0.93
C 0.90 0.96 -0.83
C 1.67 0.43 -1.86
C 3.00 0.10 -1.64
C 3.59 0.31 -0.41
C 2.84 0.83 0.62
C 1.50 1.15 0.43
N 0.76 1.70 1.49
C -0.47 1.28 1.84
N -0.87 0.08 1.42
C -2.07 -0.29 1.82
N -2.88 0.43 2.58
C -2.38 1.61 2.97
N -1.18 2.07 2.65
N -3.14 2.35 3.79
H -2.83 3.27 4.04
H -4.08 2.06 3.98
C -2.55 -1.63 1.39
H -3.34 -1.98 2.05
H -2.89 -1.62 0.36
S -1.18 -2.82 1.46
C -0.52 -2.54 -0.11
N -1.17 -2.16 -1.18
N -0.29 -2.13 -2.20
C 0.87 -2.48 -1.74
N 0.80 -2.76 -0.41
C 1.84 -3.13 0.49
H 1.61 -2.74 1.48
H 1.93 -4.22 0.56
H 2.79 -2.71 0.15
H 1.77 -2.56 -2.31
H 1.06 2.57 1.91
H 3.28 1.00 1.59
H 4.63 0.06 -0.26
H 3.58 -0.31 -2.46
H 1.24 0.26 -2.83
H -2.16 1.17 -1.82
H -0.91 0.14 -2.53
H 0.19 2.24 -3.47
H -1.10 3.20 -2.75
H -1.47 2.05 -4.04

DFT (ωB97M-V with the def2-TZVPD basis set) results for a molecular structure, C15H19AsMgN2O7S3.

Its LUMO energy is 4.78 eV. Its total energy is -131968.723 eV. For the strongest force on any atom, the calculation gives 0.97 eV/A. Its net charge is -2.

Element x y z (Å)
Mg -0.13 1.05 0.85
C 0.61 0.37 4.62
C -0.01 -0.60 3.64
S -1.41 -0.02 2.74
C 0.57 -1.81 3.46
C 1.86 -2.16 4.19
S -0.07 -2.95 2.30
H -0.07 1.19 4.82
H 1.53 0.79 4.18
H 0.88 -0.12 5.55
H 1.74 -2.14 5.28
H 2.66 -1.46 3.94
H 2.18 -3.16 3.90
O 0.66 -2.55 0.86
As 0.90 -0.54 -1.94
O 0.45 0.58 -3.13
O -0.12 -0.20 -0.55
C 2.76 0.30 -1.38
C 3.76 -0.37 -2.07
C 5.10 0.00 -2.04
C 5.49 1.09 -1.28
C 4.53 1.79 -0.57
C 3.19 1.40 -0.62
S 2.11 2.33 0.45
O 2.84 3.50 0.88
O 1.73 1.41 1.56
O 0.85 2.61 -0.27
H 0.20 -1.78 0.42
H 3.47 -1.24 -2.67
H 5.84 -0.57 -2.60
H 6.53 1.40 -1.24
H 4.80 2.64 0.04
N -2.07 2.36 0.51
C -2.14 2.20 -0.64
N -2.22 2.11 -1.94
C -1.40 2.97 -2.80
C -2.25 3.28 -4.01
O -2.68 2.11 -4.69
C -3.37 1.21 -3.83
C -2.56 0.85 -2.60
H -0.49 2.39 -3.06
H -1.12 3.87 -2.26
H -1.69 3.86 -4.74
H -3.14 3.86 -3.71
H -3.57 0.32 -4.43
H -4.34 1.66 -3.54
H -1.63 0.35 -2.88
H -3.14 0.22 -1.92

DFT (ωB97M-V with the def2-TZVPD basis set) results for a molecular structure, C15H19AsMgN3O12P2S.

Its LUMO energy is 2.38 eV. Its total energy is -140614.396 eV. For the strongest force on any atom, the calculation gives 0.46 eV/A. Its net charge is -1.

Element x y z (Å)
Mg -0.32 0.11 0.12
N 3.02 2.18 2.96
C 1.85 2.14 1.99
C 1.21 3.53 1.94
P 2.51 1.72 0.33
O 3.39 0.40 0.62
O 3.40 2.83 -0.05
O 1.28 1.29 -0.42
P 0.66 0.98 2.81
O 1.40 -0.46 2.72
O 0.73 1.37 4.24
O -0.58 0.98 1.96
H 3.53 3.06 2.87
H 3.65 1.40 2.76
H 2.60 2.07 3.91
H 1.95 4.26 1.60
H 0.81 3.81 2.91
H 0.40 3.51 1.22
H 2.91 -0.40 0.34
H 1.30 -0.97 1.91
O -2.21 -0.02 -3.42
As -1.16 1.17 -2.66
O -1.32 2.60 -3.43
O -1.51 1.13 -1.01
C 0.63 0.45 -3.14
C 1.26 1.28 -4.05
C 2.52 0.99 -4.57
C 3.17 -0.17 -4.18
C 2.56 -1.02 -3.27
C 1.32 -0.71 -2.75
S 0.69 -1.85 -1.54
O -0.74 -1.51 -1.45
O 1.03 -3.19 -1.92
O 1.28 -1.45 -0.22
H -2.21 -0.81 -2.85
H 0.74 2.19 -4.35
H 2.98 1.66 -5.27
H 4.15 -0.41 -4.58
H 3.05 -1.94 -2.96
N -2.21 -3.70 1.46
C -1.09 -2.94 1.32
N -1.35 -1.67 1.25
C -2.73 -1.57 1.33
C -3.55 -0.44 1.27
C -4.91 -0.64 1.36
C -5.46 -1.92 1.50
C -4.66 -3.05 1.55
C -3.29 -2.84 1.46
H -2.23 -4.71 1.48
H -0.11 -3.38 1.24
H -3.12 0.55 1.15
H -5.57 0.21 1.30
H -6.53 -2.03 1.55
H -5.09 -4.04 1.65

DFT (ωB97M-V with the def2-TZVPD basis set) results for a molecular structure, C15H19BCeN8S3.

Its LUMO energy (alpha / beta) is -4.61 / -4.64 eV. Its total energy is -73892.760 eV. For the strongest force on any atom, the calculation gives 3.71 eV/A. Its net charge is +1. Its spin multiplicity is 2.

Element x y z (Å)
Ce 0.45 -0.08 0.35
N 3.58 0.84 3.51
C 2.67 0.32 2.69
S 3.06 0.22 0.95
N 1.65 -0.31 3.23
N 0.85 -1.04 2.39
C -0.36 -1.46 2.78
C -1.22 -2.07 1.83
C -2.56 -2.33 2.16
C -3.37 -2.95 1.20
C -2.81 -3.33 -0.05
C -1.53 -2.92 -0.35
N -0.76 -2.29 0.55
H 4.26 1.51 3.19
H 3.27 0.94 4.49
H -0.70 -1.31 3.82
H -2.93 -2.09 3.16
H -4.42 -3.14 1.35
H -3.32 -4.02 -0.70
H -1.12 -3.14 -1.32
C -3.54 1.36 1.46
N -2.87 1.22 0.18
C -3.21 0.32 -0.82
C -2.14 0.27 -1.66
N -1.16 1.18 -1.26
B -0.16 1.99 -2.13
N 1.38 1.57 -2.04
C 2.42 2.55 -2.10
C 3.55 1.94 -2.47
N 3.31 0.60 -2.53
C 4.38 -0.41 -2.56
C 1.95 0.39 -2.33
S 1.25 -1.14 -2.34
C -1.57 1.68 -0.03
S -0.72 2.67 1.03
H -3.09 0.73 2.24
H -4.61 1.12 1.42
H -3.49 2.45 1.76
H -4.12 -0.29 -0.93
H -1.99 -0.38 -2.54
H -0.50 1.78 -3.26
H -0.30 3.17 -1.91
H 2.17 3.58 -1.86
H 4.52 2.32 -2.76
H 4.59 -0.62 -3.61
H 4.01 -1.35 -2.12
H 5.22 -0.03 -2.06